Model one:
{"formula": "C2H12N2O3", "method": "wB97M-V/def2-TZVPD", "multiplicity": 1, "e_homo_ha": -0.3566, "lumo_energy_ev": 0.6, "orbital_gap_ev": 10.29, "symbols": ["C", "N", "C", "N", "H", "H", "H", "H", "H", "H", "O", "H", "H", "O", "H", "H", "O", "H", "H"], "xyz": [[2.70448, -1.02489, 2.07294], [1.47100, -0.48178, 1.51902], [1.54209, 0.40901, 0.60586], [2.64000, 1.34181, 0.62818], [3.44695, -1.35093, 1.33951], [3.25976, -0.33077, 2.71767], [2.37906, -1.86099, 2.69349], [0.59715, 0.81598, 0.25328], [3.45580, 0.79525, 0.36009], [2.54213, 2.13305, 0.00763], [-0.38991, -2.51022, 0.83790], [-0.85591, -2.61276, 1.66609], [0.38311, -1.95067, 1.04841], [-4.82628, 1.99019, -0.02245], [-5.70348, 2.23836, 0.24285], [-4.32913, 1.67279, 0.75374], [-2.42848, 0.17649, -5.69942], [-2.63200, 0.57849, -4.84261], [-3.25634, -0.02843, -6.18218]], "lowdin_charge": [-0.139, -0.064, -0.242, 0.064, 0.080, 0.077, 0.071, 0.115, 0.074, 0.072, -0.094, 0.016, -0.030, -0.063, 0.018, 0.045, -0.080, 0.034, 0.046]}

Model two:
{"formula": "C2H12N2O3", "method": "wB97M-V/def2-TZVPD", "multiplicity": 1, "e_homo_ha": -0.3442, "lumo_energy_ev": 0.6, "orbital_gap_ev": 9.98, "symbols": ["H", "N", "C", "N", "C", "H", "H", "H", "H", "H", "O", "H", "H", "O", "H", "H", "O", "H", "H"], "xyz": [[1.26023, 1.36841, 0.78645], [0.89290, 0.41980, 0.53917], [0.14712, 0.18938, 1.57848], [-0.98139, -0.67501, 1.42227], [-1.58767, -1.44991, 2.47569], [0.32971, 0.67440, 2.49974], [-1.22016, -0.58729, 0.40449], [-1.53279, -2.58583, 2.29367], [-2.57907, -1.11418, 2.73508], [-1.03617, -1.36734, 3.36749], [0.59913, 1.18381, -2.39694], [0.20619, 0.59903, -1.72464], [1.49253, 1.40770, -1.95124], [-3.01546, 1.24992, -4.30943], [-2.44410, 0.94405, -5.06088], [-2.31688, 1.29766, -3.62098], [3.79809, -0.86639, 0.50223], [3.25329, -0.29127, -0.01127], [4.73449, -0.39693, 0.47059]], "lowdin_charge": [0.063, 0.035, -0.266, -0.071, -0.116, 0.106, 0.143, 0.109, 0.069, 0.055, -0.128, -0.011, 0.063, -0.093, 0.055, 0.031, -0.109, -0.035, 0.101]}

Energies relative to the minimum, hartree: model one 0.0000; model two 0.0125

Model one:
{"formula": "C2H12N2O3", "method": "wB97M-V/def2-TZVPD", "multiplicity": 1, "e_homo_ha": -0.2542, "lumo_energy_ev": 0.7, "orbital_gap_ev": 7.63, "symbols": ["N", "C", "C", "N", "H", "H", "H", "H", "H", "H", "O", "H", "H", "O", "H", "H", "O", "H", "H"], "xyz": [[2.00731, -0.37310, 2.41236], [1.25174, -1.03287, 1.49329], [1.13827, -0.41045, 0.26864], [0.30904, -1.05763, -0.69694], [1.92644, -0.83246, 3.35354], [2.48509, 0.47475, 2.26347], [0.90231, -2.04875, 1.59224], [1.58842, 0.54425, -0.03315], [0.08761, -1.98380, -0.60973], [0.62665, -0.90653, -1.65533], [-3.96928, -2.25110, -0.64179], [-3.05201, -2.13233, -0.74028], [-4.23088, -2.58822, 0.26775], [-1.18688, 1.34691, 0.74896], [-0.31252, 1.77781, 0.85096], [-0.91307, 0.67548, 0.18860], [0.30052, 3.21578, -2.91747], [1.04972, 3.68956, -2.62813], [-0.00846, 3.89269, -3.51702]], "lowdin_charge": [0.008, -0.221, -0.229, -0.001, 0.110, 0.069, 0.113, 0.114, 0.030, 0.084, -0.065, -0.016, 0.075, -0.049, 0.040, -0.062, -0.034, 0.002, 0.031]}

Model two:
{"formula": "C2H12N2O3", "method": "wB97M-V/def2-TZVPD", "multiplicity": 1, "e_homo_ha": -0.2790, "lumo_energy_ev": 0.5, "orbital_gap_ev": 8.14, "symbols": ["N", "C", "C", "N", "H", "H", "H", "H", "H", "H", "O", "H", "H", "O", "H", "H", "O", "H", "H"], "xyz": [[-1.45460, 0.75242, 1.91674], [-0.50709, 1.29922, 1.03800], [-0.73215, 1.42565, -0.26752], [0.33127, 1.59518, -1.21395], [-1.24378, 0.83326, 2.89672], [-2.42963, 0.88787, 1.72755], [0.45809, 1.56126, 1.44152], [-1.70838, 1.24843, -0.69816], [0.99650, 2.28368, -0.89546], [-0.03553, 1.93062, -2.09964], [2.93574, -0.75407, 0.05923], [2.31751, -0.61427, -0.66896], [2.50750, -1.49533, 0.51404], [-0.52103, -1.48109, -1.85721], [-1.40352, -1.83717, -2.00328], [-0.57343, -0.53922, -2.02357], [0.69334, -2.53824, 0.77981], [0.34684, -2.24730, -0.07890], [0.02236, -2.31090, 1.43304]], "lowdin_charge": [0.022, -0.219, -0.241, 0.005, 0.070, 0.073, 0.113, 0.101, 0.077, 0.070, -0.081, 0.010, 0.002, -0.042, 0.053, 0.005, -0.064, 0.006, 0.041]}

Energies relative to the minimum, hartree: model one 0.0517; model two 0.0000

Model one:
{"formula": "C3H7N3S", "method": "wB97M-V/def2-TZVPD", "multiplicity": 1, "e_homo_ha": [-0.2992, -0.2981], "lumo_energy_ev": [-1.8, -1.6], "orbital_gap_ev": [6.38, 6.47], "symbols": ["N", "C", "C", "C", "N", "H", "H", "H", "H", "H", "H", "N", "S", "H"], "xyz": [[1.59161, -1.95797, -0.06289], [0.68496, -1.32883, 0.36041], [-0.29464, -0.73540, 0.96104], [-1.30124, -0.23999, -0.06686], [-1.38338, 1.23409, -0.00681], [2.58324, -1.51876, -0.34654], [-0.64997, -0.71847, 1.92091], [-1.02223, -0.68405, -0.94954], [-2.37931, -0.50381, -0.02000], [-1.01709, 1.66383, 0.82483], [-0.86030, 1.67182, -0.76387], [3.21334, -0.09157, -0.44964], [2.58583, 1.16638, 0.21463], [3.43210, 0.12826, -1.39753]], "lowdin_charge": [0.150, -0.301, -0.084, -0.276, -0.020, 0.049, 0.080, 0.071, 0.112, 0.048, 0.055, -0.523, 0.665, -0.026]}

Model two:
{"formula": "C3H7N3S", "method": "wB97M-V/def2-TZVPD", "multiplicity": 1, "e_homo_ha": -0.2907, "lumo_energy_ev": 0.7, "orbital_gap_ev": 8.61, "symbols": ["C", "N", "N", "C", "N", "S", "C", "H", "H", "H", "H", "H", "H", "H"], "xyz": [[-0.39186, -0.52423, -3.07772], [0.54869, -1.23353, -2.51966], [0.86123, -1.01667, -1.21726], [-0.05106, -0.47094, -0.43072], [0.35124, -0.03356, 0.72689], [-0.95436, 0.39245, 1.78063], [0.01716, 1.22102, 3.02833], [-0.56154, -0.78334, -4.19197], [-1.05790, 0.27943, -2.65143], [1.57540, -1.50151, -0.74647], [-1.12018, -0.55965, -0.71461], [0.69022, 2.07710, 2.69789], [0.76267, 0.52706, 3.51702], [-0.66972, 1.62638, 3.79908]], "lowdin_charge": [-0.071, -0.037, -0.044, -0.385, -0.283, 0.766, -0.474, 0.086, 0.074, 0.132, 0.113, 0.052, 0.042, 0.029]}

Model three:
{"formula": "C3H7N3S", "method": "wB97M-V/def2-TZVPD", "multiplicity": 1, "e_homo_ha": -0.2964, "lumo_energy_ev": -0.4, "orbital_gap_ev": 7.71, "symbols": ["C", "C", "C", "H", "H", "H", "H", "H", "H", "H", "N", "N", "N", "S"], "xyz": [[-1.54757, 0.36705, -0.70944], [-0.29992, 0.72634, -0.18728], [0.28695, -1.82892, 0.33874], [-2.32651, 0.74920, 0.38180], [-1.98953, -0.91474, -1.05821], [-1.66414, 1.07407, -1.72830], [0.99890, 2.43024, 0.13515], [1.95412, 0.75482, 1.23570], [2.39342, -0.07443, -0.11983], [1.01565, -2.12837, 0.97293], [0.07345, 1.88132, -0.38491], [0.55220, -0.47193, 0.24451], [1.86275, -0.12493, 0.70659], [-1.30977, -2.43973, 0.17255]], "lowdin_charge": [-0.184, -0.580, -0.504, 0.188, 0.058, 0.123, 0.158, 0.088, 0.068, 0.025, 0.096, -0.161, 0.047, 0.575]}

Energies relative to the minimum, hartree: model one 0.0713; model two 0.0000; model three 0.1324

Model one:
{"formula": "C3H7N3S", "method": "wB97M-V/def2-TZVPD", "multiplicity": 1, "e_homo_ha": -0.2774, "lumo_energy_ev": 0.5, "orbital_gap_ev": 8.06, "symbols": ["C", "C", "C", "N", "N", "N", "S", "H", "H", "H", "H", "H", "H", "H"], "xyz": [[-1.39500, -0.53190, -0.71833], [0.09280, -0.46486, -0.42052], [0.50572, -0.51602, 1.03780], [0.74433, 0.89641, 1.36967], [0.96275, 1.63762, 0.27835], [0.61800, 1.03702, -0.77347], [0.61322, 1.56970, -2.29115], [-1.97543, -0.75363, 0.17315], [-1.59961, -1.29616, -1.46208], [-1.73721, 0.42071, -1.11699], [0.67122, -1.10440, -1.08122], [-0.28453, -0.90179, 1.68300], [1.41567, -1.10882, 1.18631], [1.36807, 1.11610, 2.13548]], "lowdin_charge": [-0.066, -0.276, -0.142, -0.039, 0.010, -0.681, 0.501, 0.074, 0.078, 0.061, 0.122, 0.111, 0.118, 0.129]}

Model two:
{"formula": "C3H7N3S", "method": "wB97M-V/def2-TZVPD", "multiplicity": 1, "e_homo_ha": [-0.2592, -0.2788], "lumo_energy_ev": [-1.2, -0.7], "orbital_gap_ev": [5.87, 6.89], "symbols": ["C", "C", "C", "N", "N", "N", "S", "H", "H", "H", "H", "H", "H", "H"], "xyz": [[0.52633, -1.62682, -0.97387], [1.72165, -1.96581, -1.51270], [-0.26830, 1.52118, 0.64570], [0.43126, -0.39082, -0.39624], [-3.25287, 1.09122, 1.17324], [-0.61320, 0.23219, 0.12071], [-2.58840, -0.03756, 0.40144], [-0.39996, -2.27987, -1.11793], [2.37549, -1.20093, -1.43793], [1.80036, -2.88633, -1.98897], [-1.25430, 2.22800, 0.73626], [-0.09616, 1.56845, 1.76783], [0.50554, 1.97647, 0.03090], [-2.91669, 1.36453, 2.18427]], "lowdin_charge": [-0.221, 0.067, -0.167, 0.000, -0.552, -0.354, 0.736, 0.124, 0.024, 0.042, 0.093, 0.096, 0.077, 0.035]}

Energies relative to the minimum, hartree: model one 0.0000; model two 0.1184

Model one:
{"formula": "C5H13NO2", "method": "wB97M-V/def2-TZVPD", "multiplicity": 2, "total_charge": 1, "e_homo_ha": [-0.4896, -0.4896], "lumo_energy_ev": [-3.8, -8.6], "orbital_gap_ev": [9.47, 4.72], "symbols": ["C", "N", "C", "C", "C", "C", "O", "H", "H", "H", "H", "H", "H", "H", "H", "H", "H", "H", "H", "H", "O"], "xyz": [[-2.58457, -0.01540, 1.40612], [-1.47496, -0.78603, 1.98873], [-0.19966, -1.00510, 1.40588], [0.06056, -1.03391, -0.11493], [1.18076, -0.10118, -0.59907], [0.46530, -2.51595, -0.37245], [0.54914, -1.00827, 2.33230], [-3.19445, 0.55842, 2.21056], [-3.47566, -0.69744, 1.11228], [-2.29676, 0.56867, 0.56170], [-1.36388, -0.66684, 2.96071], [-0.99376, -0.94851, -0.57655], [0.78722, 0.00443, -1.64388], [0.90078, 0.87918, -0.18324], [2.24265, -0.49886, -0.58516], [1.19129, -2.86026, 0.36848], [0.84450, -2.68558, -1.46094], [-0.39554, -3.10409, -0.31071], [2.32233, 6.00000, -3.15090], [2.67116, 4.72386, -2.21503], [2.76357, 5.19288, -3.13392]], "mulliken_spin": [0.001, 0.615, -0.073, -0.001, -0.005, -0.005, 0.406, 0.007, 0.064, 0.014, -0.024, -0.003, 0.001, 0.001, 0.000, 0.001, 0.001, -0.001, 0.000, 0.000, 0.000]}

Model two:
{"formula": "C5H13NO2", "method": "wB97M-V/def2-TZVPD", "multiplicity": 2, "total_charge": 1, "e_homo_ha": [-0.5476, -0.5458], "lumo_energy_ev": [-4.4, -9.5], "orbital_gap_ev": [10.50, 5.40], "symbols": ["O", "C", "N", "C", "C", "C", "C", "H", "H", "H", "H", "H", "H", "H", "H", "H", "H", "H", "H", "H", "O"], "xyz": [[0.55383, -2.64905, -0.03477], [1.36317, -2.07222, 0.69444], [1.37069, -0.66615, 0.56015], [0.29556, -0.07950, -0.22371], [-0.42620, 0.90930, 0.70812], [-1.47416, 0.21144, 1.54935], [-0.78269, 2.12757, -0.06104], [2.18826, -2.48151, 1.49007], [1.81867, -0.16483, 1.28732], [0.64364, 0.39423, -1.24869], [-0.44371, -0.79021, -0.37685], [0.41298, 1.36431, 1.42871], [-1.05648, -0.63166, 2.01344], [-1.99550, 0.72463, 2.24921], [-2.14795, -0.48173, 1.05317], [-0.96642, 1.69588, -1.11953], [0.15754, 2.85849, -0.13615], [-1.60696, 2.71371, 0.33344], [1.10584, -1.01744, -2.63206], [0.13237, -1.18443, -3.97222], [0.85751, -0.78086, -3.56241]], "mulliken_spin": [0.320, -0.141, 0.675, -0.015, 0.058, 0.015, 0.013, -0.002, -0.024, 0.071, 0.014, 0.005, -0.001, 0.002, 0.000, -0.001, 0.001, 0.003, -0.001, 0.000, 0.008]}

Model three:
{"formula": "C5H13NO2", "method": "wB97M-V/def2-TZVPD", "multiplicity": 2, "total_charge": 1, "e_homo_ha": [-0.5422, -0.5416], "lumo_energy_ev": [-3.5, -9.2], "orbital_gap_ev": [11.22, 5.55], "symbols": ["C", "N", "C", "C", "C", "C", "O", "H", "H", "H", "H", "H", "H", "H", "H", "H", "H", "H", "H", "H", "O"], "xyz": [[1.16070, 0.43850, 0.61048], [-0.12514, 0.03492, 0.72980], [-1.28436, -1.56135, -1.42343], [-2.00208, -0.29862, -0.90412], [-1.27694, 0.65133, 0.12268], [-2.27667, 0.93176, 1.29449], [1.61639, 1.20670, -0.20379], [1.78712, 0.04172, 1.43757], [-0.42796, -0.72434, 1.34828], [-1.12589, -1.41368, -2.49126], [-0.48528, -1.86157, -0.76157], [-2.06826, -2.31913, -1.41650], [-2.39611, 0.37149, -1.71290], [-3.07214, -0.41202, -0.67769], [-1.01982, 1.52359, -0.46737], [-3.18073, 1.30012, 0.81603], [-1.91493, 1.82599, 1.82359], [-2.36961, 0.15932, 2.05215], [4.39806, -0.25367, -0.08674], [3.11974, -0.88595, -0.80361], [3.72999, -0.96269, -0.06067]], "mulliken_spin": [-0.112, 0.587, 0.006, 0.116, 0.005, 0.104, 0.322, 0.001, -0.028, 0.003, -0.005, 0.002, 0.008, -0.003, -0.004, 0.000, -0.004, 0.001, 0.000, 0.000, 0.001]}

Energies relative to the minimum, hartree: model one 0.0057; model two 0.0464; model three 0.0000